(1)
Computed, not measured: a molecular structure, C38H28N12O3V at a distorted geometry, with ωB97M-V/def2-TZVPD.

Values from the calculation:
**Kohn-Sham gap (spin up / spin down)**: 6.12 / 7.13 eV
**Charge**: 0
**<S²>**: 3.765
**E_LUMO (spin up / spin down)**: 0.017 / 0.013 eV
**HOMO energy (spin up / spin down)**: -6.10 / -7.12 eV
**Multiplicity**: 4

Element x y z (Å)
V: -0.8577 1.8471 0.7561
O: -4.5717 3.2921 0.0698
C: -3.4113 3.0411 0.3866
N: -2.4810 2.3082 -0.2421
C: -2.6652 1.5363 -1.4086
C: -3.7698 1.5741 -2.2504
C: -3.8293 0.7349 -3.3613
C: -2.8028 -0.1509 -3.6363
C: -1.6970 -0.2322 -2.7920
C: -1.6205 0.5920 -1.6758
N: -0.6283 0.5306 -0.6766
C: 0.2827 -0.4107 -0.4976
O: 0.6015 -1.3452 -1.2399
C: 0.9627 -0.2913 0.8720
C: 1.7633 -1.3187 1.3344
C: 2.3100 -1.2377 2.6055
C: 2.0413 -0.1165 3.3738
C: 1.2273 0.8699 2.8471
N: 0.6806 0.7993 1.6274
C: -2.8521 3.6268 1.6862
C: -3.6502 4.4369 2.4733
C: -3.1136 5.0138 3.6108
C: -1.7789 4.7789 3.9096
C: -1.0513 3.9456 3.0824
N: -1.5696 3.3450 2.0043
H: -4.5710 2.2625 -2.0269
H: -4.6926 0.7810 -4.0131
H: -2.8553 -0.7936 -4.5058
H: -0.9004 -0.9368 -2.9845
H: 1.9346 -2.1655 0.6885
H: 2.9284 -2.0380 2.9901
H: 2.4439 -0.0033 4.3709
H: 0.9832 1.7504 3.4287
H: -4.6701 4.5996 2.1541
H: -3.7177 5.6458 4.2483
H: -1.3051 5.2271 4.7717
H: -0.0043 3.7486 3.2797
C: -2.7359 -3.4366 1.0469
N: -2.4635 -2.1028 1.5839
C: -2.5260 -0.9269 0.9598
N: -2.0889 0.0373 1.7581
C: -1.7612 -0.6431 2.8897
N: -1.9518 -1.9402 2.8256
C: -1.4578 -4.1866 0.7512
C: -0.8719 -5.0040 1.7120
C: 0.3683 -5.5807 1.4784
C: 1.0568 -5.3033 0.3053
C: 0.4739 -4.4918 -0.6600
C: -0.7982 -3.9662 -0.4486
C: 1.2427 -3.9142 -1.7744
N: 0.8900 -3.6764 -2.9854
N: 1.7721 -2.7061 -3.4660
C: 2.5781 -2.4468 -2.5014
O: 2.3561 -3.2226 -1.4117
C: 3.5121 -1.3220 -2.3290
C: 4.7819 -1.5125 -1.7921
C: 5.5863 -0.4192 -1.5232
C: 5.1187 0.8651 -1.7707
C: 3.8510 1.0681 -2.3011
C: 3.3766 2.4787 -2.5746
N: 2.1423 2.8222 -1.8733
C: 1.7899 2.5802 -0.6124
N: 0.5368 2.9600 -0.4121
C: 0.1817 3.4836 -1.6209
N: 1.1230 3.4191 -2.5297
C: 3.0471 -0.0347 -2.5840
H: -3.3154 -3.2887 0.1364
H: -3.3496 -3.9668 1.7733
H: -2.8914 -0.8044 -0.0482
H: -1.3724 -0.1678 3.7753
H: -1.3781 -5.1698 2.6551
H: 0.8162 -6.2190 2.2285
H: 2.0534 -5.6969 0.1489
H: -1.2109 -3.3002 -1.1951
H: 5.1325 -2.5151 -1.5835
H: 6.5770 -0.5636 -1.1133
H: 5.7482 1.7184 -1.5462
H: 3.1471 2.6200 -3.6294
H: 4.1537 3.1932 -2.3011
H: 2.4281 2.0781 0.0954
H: -0.8034 3.8688 -1.8242
H: 2.0425 0.0893 -2.9729

=====

(2)
Computed, not measured: a molecular structure, C25H24BN5OPTi at a distorted geometry, with ωB97M-V/def2-TZVPD.

Values from the calculation:
**Kohn-Sham gap**: 5.80 eV
**Charge**: +3
**E_LUMO**: -11.626 eV
**HOMO energy**: -17.43 eV

Element x y z (Å)
Ti: 0.6023 -0.8684 0.1699
B: 2.7156 -3.7471 -0.2313
N: 1.5886 -3.3213 -1.1769
C: 1.5560 -3.8374 -2.4059
C: 0.2938 -3.4479 -2.9725
C: -0.2559 -2.5627 -2.0891
N: 0.4887 -2.4618 -0.9393
N: 2.9082 -2.7102 0.9290
C: 3.9955 -2.5234 1.7277
C: 3.7667 -1.4192 2.5951
C: 2.4607 -0.9895 2.2949
N: 1.9221 -1.7591 1.2952
H: 2.3770 -4.8580 0.1582
H: 3.7994 -3.8492 -0.7839
H: 2.2653 -4.5959 -2.6698
H: -0.1189 -3.7214 -3.9532
H: -1.2724 -2.1481 -2.1159
H: 4.8395 -3.1648 1.6431
H: 4.4046 -1.0787 3.3601
H: 1.8459 -0.2421 2.7927
O: 2.6212 -0.1454 -1.0796
N: 1.5524 0.6704 -0.4711
C: 1.9894 1.6802 0.2294
C: 1.1145 2.5567 0.9156
C: 1.6919 3.6518 1.6162
C: 0.8937 4.5075 2.3345
C: -0.4977 4.3293 2.2405
C: -1.1019 3.3177 1.4647
C: -0.2862 2.4530 0.7494
P: -1.0319 1.1118 -0.1952
C: -2.0503 1.9464 -1.3993
C: -1.8711 3.2794 -1.7659
C: -2.4978 3.7582 -2.9102
C: -3.2594 2.9443 -3.7617
C: -3.5565 1.6715 -3.3009
C: -2.8873 1.1342 -2.1898
C: -1.7241 -0.0937 0.9836
C: -0.7747 -0.7431 1.8968
C: -1.0273 -2.0708 2.2789
C: -2.1837 -2.7296 1.8084
C: -3.1547 -2.0523 1.0378
C: -2.9779 -0.7076 0.6614
H: 2.2948 -0.4743 -1.9107
H: 3.0404 1.7890 0.3398
H: 2.7770 3.7176 1.7139
H: 1.3598 5.3386 2.8852
H: -1.1969 4.9876 2.8313
H: -2.1566 3.2589 1.3722
H: -1.2979 3.9859 -1.1487
H: -2.3552 4.7974 -3.1122
H: -3.6003 3.3879 -4.6991
H: -4.3082 1.0592 -3.7862
H: -3.0355 0.0425 -1.9886
H: -0.1956 -0.1289 2.5962
H: -0.3466 -2.4856 2.9976
H: -2.3004 -3.7895 2.1181
H: -4.0680 -2.5825 0.7092
H: -3.7739 -0.0677 0.3103

=====

(3)
Computed, not measured: a single C3HNO2 molecule at a distorted geometry, with ωB97M-V/def2-TZVPD.

Values from the calculation:
**Kohn-Sham gap**: 10.24 eV
**Charge**: 0
**Structure (SMILES)**: C#CON=C=O
**E_LUMO**: 0.214 eV
**HOMO energy**: -10.02 eV

Element x y z (Å)
C: -0.9289 -0.5040 -0.0469
C: 1.8420 0.4481 0.0419
C: -2.0290 -0.0372 -0.0685
N: 1.3852 -0.6514 -0.0856
O: 0.1678 -1.2730 -0.0284
O: 2.3763 1.4584 -0.0766
H: -2.8133 0.5589 0.2641

=====

(4)
Computed, not measured: a molecular structure, C17H17Cl2NO7PbS, with ωB97M-V/def2-TZVPD.

Values from the calculation:
**Kohn-Sham gap**: 9.04 eV
**Charge**: 0
**E_LUMO**: -0.040 eV
**HOMO energy**: -9.08 eV

Element x y z (Å)
Pb: 0.1826 2.2243 1.9525
O: -0.6028 1.4754 -2.0535
C: -0.9725 1.3941 -0.8991
O: -0.8515 2.3386 -0.0130
C: -1.6141 0.0742 -0.4379
C: -2.2846 0.1293 0.9376
C: -3.0615 -1.1614 1.2123
C: -1.9253 -2.1677 1.5289
C: -0.6928 -1.2923 1.3108
O: -1.1358 -0.0202 1.8164
C: -0.5263 -1.0275 -0.2024
C: 0.8713 -0.5485 -0.4925
O: 1.3789 -1.1522 -1.5847
O: 1.4781 0.2566 0.1664
H: -2.2955 -0.2337 -1.2286
H: -2.8167 1.0444 1.1767
H: -3.6673 -1.4559 0.3561
H: -3.7211 -1.0225 2.0662
H: -1.9241 -3.0444 0.8818
H: -1.9694 -2.5043 2.5630
H: 0.2164 -1.5892 1.8278
H: -0.7153 -1.9265 -0.7841
Cl: 2.6640 -3.1545 0.3187
C: 3.2624 -3.5370 -1.2629
C: 3.5782 -4.8594 -1.5218
C: 4.1094 -5.2047 -2.7528
C: 4.3228 -4.2367 -3.7188
C: 3.9781 -2.9213 -3.4554
Cl: 4.2645 -1.7497 -4.6963
C: 3.4301 -2.5375 -2.2265
S: 3.0077 -0.8576 -1.9206
H: 3.4203 -5.6025 -0.7535
H: 4.3645 -6.2356 -2.9572
H: 4.7454 -4.4880 -4.6808
N: 0.0607 4.6952 1.2197
C: -1.0807 5.4037 1.8380
C: -2.3947 4.7425 1.4661
C: -2.6839 3.3983 2.1237
O: -3.7739 2.8836 1.9683
O: -1.7197 2.8639 2.8284
H: 0.9123 5.2361 1.3167
H: -0.1115 4.5499 0.2276
H: -1.1009 6.4513 1.5240
H: -0.9447 5.3844 2.9202
H: -2.4367 4.5778 0.3859
H: -3.2240 5.4075 1.7087

=====

(5)
Computed, not measured: 5 unconnected molecules or ions with the total composition C38H79BrN4O21P5S2 at a distorted geometry, with ωB97M-V/def2-TZVPD.

Values from the calculation:
**Kohn-Sham gap**: 6.92 eV
**Charge**: +1
**E_LUMO**: -3.490 eV
**HOMO energy**: -10.41 eV

Element x y z (Å)
C: 4.8283 2.4418 5.2623
C: 3.6453 2.6343 5.1680
C: 2.1425 2.7630 5.1715
C: 1.3905 1.4265 5.5820
P: 2.3162 0.9633 7.1712
O: 3.6115 0.0087 6.7376
Br: 1.0774 -0.4325 8.4673
C: -0.1041 1.9889 5.6979
C: -0.7523 2.1089 7.1036
C: -1.0236 1.4715 4.4936
S: -2.4087 0.3293 4.9256
C: -1.7877 2.6480 3.7452
C: -1.5945 2.6613 2.1983
C: -2.7799 3.4402 1.4874
C: -3.4844 2.4828 0.4570
C: -4.5151 1.5039 1.1048
C: -3.9259 0.1220 1.4822
C: -4.9170 -0.7420 2.3342
S: -4.0817 -2.2063 3.0536
C: -5.4586 -3.2430 3.5190
N: -5.6093 -4.5115 3.3555
N: -6.8566 -4.7737 3.8653
C: -7.3657 -3.6829 4.3105
O: -6.5003 -2.6280 4.1330
C: 0.1383 0.8869 3.5807
N: 1.2364 0.3880 4.4847
C: 2.4095 0.1255 3.5906
C: 2.1144 -0.7584 2.3273
N: 3.2973 -1.5325 1.9437
C: 3.5258 -1.5818 0.4785
C: 5.0285 -1.2345 0.1744
C: 3.2209 -2.9133 2.3888
C: 2.1053 -3.8991 1.9666
O: 4.0993 -3.3273 3.0961
C: 0.6920 -0.8979 5.0365
O: 1.7185 -1.7449 5.5151
C: 1.2988 -3.0556 5.6500
C: 2.4250 -4.1159 5.5776
O: 0.1640 -3.3698 5.8518
H: 5.8628 2.3339 5.5631
H: 1.9238 3.5646 5.9022
H: 1.8013 3.0941 4.1713
H: 3.9157 -0.4477 7.5398
H: -0.0311 3.0578 5.4037
H: -1.2057 1.1309 7.3693
H: -0.0194 2.3562 7.8908
H: -1.5665 2.8583 7.0958
H: -1.9343 -0.8867 4.5395
H: -1.5301 3.6459 4.1481
H: -2.8720 2.5119 3.9252
H: -1.5564 1.6672 1.7223
H: -0.6499 3.1844 1.9436
H: -2.3817 4.2999 0.9111
H: -3.4949 3.8448 2.2295
H: -2.7411 1.9837 -0.1921
H: -4.0644 3.1628 -0.2048
H: -5.3099 1.3297 0.3508
H: -4.9411 2.0126 1.9947
H: -2.9866 0.1708 2.0658
H: -3.6939 -0.4589 0.5643
H: -5.2734 -0.1192 3.1757
H: -5.7595 -1.0229 1.6797
H: -8.3577 -3.5982 4.7523
H: 0.6743 1.6046 2.9381
H: -0.3985 0.1428 2.9708
H: 3.2607 -0.3470 4.1187
H: 2.8212 1.0764 3.1964
H: 1.8217 -0.0584 1.5177
H: 1.2579 -1.4591 2.4344
H: 2.9291 -0.8621 -0.1099
H: 3.3627 -2.5811 0.0236
H: 5.1259 -1.2756 -0.9319
H: 5.2058 -0.1856 0.4761
H: 5.7254 -1.9347 0.6596
H: 1.5223 -3.4505 1.1329
H: 2.4672 -4.9051 1.7179
H: 1.3820 -3.9640 2.8087
H: -0.0417 -0.7096 5.8481
H: 0.1229 -1.4653 4.2739
H: 2.3968 -4.6422 6.5520
H: 3.4026 -3.5982 5.5540
H: 2.2881 -4.8036 4.7333
C: 6.2301 -4.6642 -7.0927
O: 7.2276 -4.5444 -6.0921
P: 6.9319 -4.1266 -4.4843
O: 5.4223 -4.1645 -4.6161
O: 7.5358 -2.6439 -4.6853
C: 6.9475 -1.7698 -5.6348
O: 6.8031 -3.8606 -2.8099
C: 6.7660 -5.0641 -2.0270
H: 6.2407 -5.6822 -7.4867
H: 5.2240 -4.4235 -6.7677
H: 6.5011 -3.9831 -7.9039
H: 5.8762 -1.9534 -5.7353
H: 7.4409 -1.8847 -6.6018
H: 7.0942 -0.7481 -5.2884
H: 7.6440 -5.6749 -2.2384
H: 5.8581 -5.6303 -2.2472
H: 6.7705 -4.7939 -0.9722
C: -4.8290 3.5910 -7.0092
O: -4.3612 4.7452 -6.3317
P: -4.1867 4.8568 -4.6690
O: -4.4818 3.4263 -4.2946
O: -5.4611 5.8334 -4.5383
C: -6.7534 5.3515 -4.8747
O: -3.6995 5.3321 -3.1188
C: -2.3074 5.1486 -2.8357
H: -4.0584 3.2467 -7.7012
H: -5.1167 2.7670 -6.3640
H: -5.7024 3.8896 -7.5940
H: -6.8515 4.2833 -4.6721
H: -6.9566 5.5531 -5.9283
H: -7.4876 5.8852 -4.2736
H: -1.6944 5.6656 -3.5751
H: -2.0623 4.0834 -2.8313
H: -2.0974 5.5682 -1.8529
C: 10.0801 -9.1099 -5.0268
O: 9.3471 -9.3330 -3.8334
P: 7.9080 -10.1916 -3.7605
O: 7.8486 -10.6925 -5.1780
O: 7.0496 -8.8414 -3.5201
C: 6.9969 -7.8605 -4.5386
O: 6.5917 -11.0925 -3.2054
C: 6.9115 -12.4057 -2.7187
H: 11.0763 -9.5420 -4.9193
H: 9.6198 -9.5058 -5.9266
H: 10.1892 -8.0286 -5.1449
H: 7.0656 -8.3078 -5.5316
H: 7.8069 -7.1369 -4.3940
H: 6.0442 -7.3361 -4.4637
H: 7.6607 -12.3501 -1.9281
H: 7.2794 -13.0314 -3.5341
H: 6.0053 -12.8477 -2.3098
C: -9.3428 11.2407 -1.0526
O: -8.5260 10.9385 -2.1702
P: -9.0463 10.1097 -3.5519
O: -10.4991 10.0996 -3.1187
O: -8.2559 8.7684 -3.0936
C: -8.5621 8.1615 -1.8508
O: -9.4677 9.3220 -5.0019
C: -9.8043 10.1905 -6.0934
H: -9.3768 12.3235 -0.9183
H: -10.3570 10.8621 -1.1103
H: -8.8627 10.8040 -0.1721
H: -9.6106 8.3002 -1.5808
H: -7.9162 8.5735 -1.0723
H: -8.3657 7.0934 -1.9351
H: -8.9908 10.8882 -6.2941
H: -10.7188 10.7428 -5.8678
H: -9.9653 9.5791 -6.9792

=====

(6)
Computed, not measured: a molecular structure, C3H2KLiO3 at a distorted geometry, with ωB97M-V/def2-TZVPD.

Values from the calculation:
**Kohn-Sham gap (spin up / spin down)**: 1.97 / 2.99 eV
**Charge**: -1
**<S²>**: 0.750
**E_LUMO (spin up / spin down)**: 1.250 / 1.249 eV
**HOMO energy (spin up / spin down)**: -0.72 / -1.75 eV
**Multiplicity**: 2

Element x y z (Å)
C: -0.4804 -0.2149 1.5745
O: 0.3409 -0.9549 2.1790
H: 0.9118 0.8213 0.4838
K: 1.3709 -2.6975 4.5664
C: 0.0376 0.1683 0.2012
O: -0.9393 0.9244 -0.5174
C: -0.8546 1.0325 -1.8527
O: 0.0843 0.4146 -2.4139
Li: -0.8083 1.2306 -3.8484
H: 0.3372 -0.7245 -0.3726

=====

(7)
Computed, not measured: a single C22H38N2 molecule, with ωB97M-V/def2-TZVPD.

Values from the calculation:
**Kohn-Sham gap**: 9.20 eV
**Charge**: 0
**Structure (SMILES)**: CC(C)=CCC/C(C)=C/CNCCN[C@H]1[C@@H]2C[C@H]3C[C@@H](C2)C[C@@H]1C3
**E_LUMO**: 0.726 eV
**HOMO energy**: -8.48 eV

Element x y z (Å)
C: -0.0769 0.6514 5.6871
C: -1.1457 1.6895 5.5003
C: -1.3034 2.3196 4.3418
C: -2.3399 3.3516 4.0154
H: -2.5112 4.0107 4.8695
H: -1.9824 3.9615 3.1845
C: -3.6847 2.7150 3.6100
C: -3.5234 1.8157 2.4115
C: -3.4450 2.3324 1.1898
C: -3.1941 1.5705 -0.0775
N: -1.7638 1.3397 -0.2380
H: -1.4012 0.9121 0.6104
C: -1.4435 0.5107 -1.3799
C: 0.0616 0.2658 -1.4539
N: 0.3912 -0.4118 -2.6891
H: -0.0867 -1.3056 -2.7275
C: 1.8066 -0.5817 -2.9568
C: 2.5496 -1.5913 -2.0582
C: 2.0471 -3.0122 -2.3107
C: 2.2823 -3.3868 -3.7730
C: 1.5298 -2.4123 -4.6774
C: 2.0252 -0.9892 -4.4214
C: 3.5192 -0.9183 -4.7372
C: 4.2771 -1.8916 -3.8345
C: 4.0437 -1.5202 -2.3709
H: 4.5914 -2.2081 -1.7216
H: 4.4157 -0.5110 -2.1784
C: 3.7769 -3.3142 -4.0827
H: 3.9543 -3.5950 -5.1235
H: 4.3236 -4.0166 -3.4487
H: 5.3489 -1.8373 -4.0573
H: 3.6885 -1.1765 -5.7852
H: 3.8865 0.0982 -4.5792
H: 1.4730 -0.2914 -5.0583
H: 0.4554 -2.4774 -4.4961
H: 1.7018 -2.6726 -5.7247
H: 1.9215 -4.4069 -3.9512
H: 0.9830 -3.0897 -2.0717
H: 2.5787 -3.7092 -1.6575
H: 2.3888 -1.3271 -1.0064
H: 2.2578 0.4082 -2.8064
H: 0.5737 1.2317 -1.4477
H: 0.3766 -0.2869 -0.5495
H: -1.9731 -0.4627 -1.3587
H: -1.7614 1.0380 -2.2837
H: -3.7672 0.6243 -0.0847
H: -3.5257 2.1591 -0.9380
H: -3.5103 3.4055 1.0757
C: -3.4267 0.3545 2.7302
H: -2.5888 0.1843 3.4059
H: -4.3335 0.0267 3.2396
H: -3.2915 -0.2553 1.8424
H: -4.3893 3.5178 3.3822
H: -4.0741 2.1426 4.4529
H: -0.6459 2.0635 3.5207
C: -1.9949 1.9169 6.7154
H: -2.6101 2.8064 6.6233
H: -2.6527 1.0615 6.8738
H: -1.3657 2.0156 7.5992
H: 0.4732 0.4796 4.7654
H: 0.6272 0.9688 6.4562
H: -0.5174 -0.2908 6.0138

=====

(8)
Computed, not measured: a molecular structure, C11H11AlBrF4O3 at a distorted geometry, with ωB97M-V/def2-TZVPD.

Values from the calculation:
**Kohn-Sham gap**: 9.50 eV
**Charge**: -1
**E_LUMO**: 2.584 eV
**HOMO energy**: -6.92 eV

Element x y z (Å)
C: 4.6874 0.0837 0.4917
C: 3.2597 0.5716 0.4989
C: 2.7644 1.3172 1.5615
C: 1.4391 1.7403 1.5687
C: 0.5861 1.4342 0.5130
C: -0.8376 1.9326 0.5475
C: -1.9349 0.9082 0.6960
O: -2.1779 0.3347 1.9949
C: -3.0697 -0.6656 1.7511
O: -3.6163 -1.2965 2.5683
O: -3.2395 -0.8155 0.3877
C: -1.9793 -0.3613 -0.1404
Br: -0.7371 -1.7919 0.3923
C: 1.1021 0.7047 -0.5538
C: 2.4169 0.2665 -0.5686
H: 4.7792 -0.8934 0.9555
H: 5.3059 0.7797 1.0564
H: 5.0609 0.0643 -0.5271
H: 3.4039 1.5725 2.3931
H: 1.0934 2.3175 2.4139
H: -1.0538 2.4728 -0.3718
H: -0.9326 2.6348 1.3719
H: -2.8995 1.3568 0.4544
H: -1.9442 -0.2572 -1.2145
H: 0.4379 0.4672 -1.3740
H: 2.7681 -0.3174 -1.4052
F: -2.9687 -3.3552 -4.7315
Al: -2.9409 -2.9214 -3.0942
F: -2.0157 -4.0411 -2.2262
F: -4.5192 -2.8770 -2.4876
F: -2.2380 -1.3658 -2.9218

=====

(9)
Computed, not measured: 3 unconnected molecules or ions with the total composition C7H20N4O6P2 at a distorted geometry, with ωB97M-V/def2-TZVPD.

Values from the calculation:
**Kohn-Sham gap**: 8.46 eV
**Charge**: 0
**Structure (SMILES)**: N=[PH2]OC(=O)OP(N)O.CN(C)C=O.CN(C)C=O
**E_LUMO**: 0.357 eV
**HOMO energy**: -8.10 eV

Element x y z (Å)
N: 3.4774 -0.8432 1.1298
P: 2.9033 -0.8384 -0.3131
O: 1.4963 0.0044 -0.5429
C: 1.0297 0.7422 0.5167
O: 1.6318 1.6594 0.9826
O: -0.1925 0.4097 0.9965
P: -1.3004 -0.1245 -0.2094
N: -1.7918 -1.6511 0.3605
O: -2.6677 0.7527 0.0207
H: 4.4103 -0.4515 1.1519
H: 2.5155 -2.1273 -0.7048
H: 3.8214 -0.3384 -1.2555
H: -1.1188 -1.9354 1.0675
H: -1.7940 -2.3167 -0.4318
H: -2.4533 1.6813 0.2149
C: -0.8500 -4.3651 -1.7202
O: -1.8691 -3.7305 -1.4933
N: -0.4180 -4.6909 -2.9446
C: 0.7994 -5.4499 -3.1579
C: -1.2019 -4.2657 -4.0955
H: -0.1936 -4.7280 -0.9123
H: 1.5001 -4.8662 -3.7578
H: 0.5711 -6.3789 -3.6828
H: 1.2653 -5.6896 -2.2045
H: -1.2828 -3.1787 -4.1064
H: -2.2069 -4.6824 -4.0326
H: -0.7229 -4.6052 -5.0099
C: -0.5711 4.0134 1.9004
O: -1.6354 3.5653 1.5065
N: -0.4439 5.0508 2.7482
C: 0.8524 5.5246 3.1879
C: -1.6452 5.7090 3.2336
H: 0.3912 3.5830 1.5885
H: 0.9290 5.4476 4.2745
H: 0.9871 6.5685 2.8960
H: 1.6415 4.9271 2.7366
H: -2.2733 4.9924 3.7639
H: -2.2166 6.1061 2.3938
H: -1.3736 6.5203 3.9044